No. 1
Here is 12 unconnected molecules or ions with the total composition C48H72O36 in a non-equilibrium geometry from the Open Molecules 2025 dataset. Energies are from ωB97M-V with the def2-TZVPD basis set.

Computed properties:
HOMO-LUMO gap (spin up / spin down) = 1.67 / 10.14 eV
Lowest unoccupied orbital energy (spin up / spin down) = 0.0620 / 0.0593 hartree
Calculated total energy = -124653.3578 eV
2S+1 = 2
E_HOMO (spin up / spin down) = 0.0 / -8.5 eV
Charge = -1

Geometry as XYZ:
```
156
C48H72O36 (ωB97M-V with the def2-TZVPD basis set)
C -0.25979 1.19253 0.92995
C -0.93075 -0.16029 0.67640
C 0.09988 -1.32830 0.53900
O -0.43673 -2.30001 1.41703
C -1.18437 -1.71292 2.24349
O -1.64500 -2.22658 3.19655
O -1.45515 -0.45023 1.93886
H -1.00650 1.82415 1.41119
H 0.02771 1.53985 -0.06243
H 0.66373 1.14370 1.50687
H -1.64450 -0.11660 -0.14624
H 1.16137 -1.19895 0.75022
H 0.07248 -1.69412 -0.48742
C 0.97731 -5.38640 5.96135
C -0.42376 -5.14648 5.45369
C -0.50847 -5.56449 3.92925
O -1.71654 -6.29318 3.97289
C -2.15256 -6.62042 5.20408
O -3.08319 -7.33645 5.42405
O -1.33669 -6.01031 6.10539
H 0.96511 -5.03070 6.99161
H 1.76202 -4.84615 5.43177
H 1.32436 -6.41847 5.91151
H -0.77811 -4.11591 5.43232
H 0.36039 -6.14623 3.62140
H -0.48167 -4.72555 3.23387
C -4.99202 -4.20250 4.66107
C -4.62611 -3.36700 5.91133
C -3.92057 -2.02504 5.62922
O -4.47318 -1.19792 6.69159
C -5.53697 -1.78392 7.29171
O -6.09095 -1.40982 8.36940
O -5.71079 -2.97729 6.79964
H -5.67696 -5.00978 4.92040
H -4.13332 -4.80826 4.37164
H -5.37634 -3.53757 3.88758
H -3.98707 -3.93762 6.58522
H -4.16169 -1.64203 4.63762
H -2.84931 -2.17037 5.76845
C -1.47908 -1.86467 -6.90572
C -0.37992 -1.83981 -5.78864
C 0.34002 -0.46157 -5.78437
O 0.19021 -0.04215 -4.46346
C -0.54864 -0.86218 -3.71966
O -0.73372 -0.76637 -2.52709
O -0.97386 -1.88702 -4.52979
H -1.06791 -1.89223 -7.91482
H -2.23677 -1.09379 -6.76521
H -2.10204 -2.75844 -6.94062
H 0.32708 -2.66674 -5.85536
H -0.16149 0.26623 -6.42226
H 1.37089 -0.48189 -6.13790
C -5.07609 0.50768 0.38042
C -4.75752 -0.26247 1.65792
C -4.43888 0.66372 2.83469
O -5.61772 0.55092 3.60197
C -6.25851 -0.55587 3.36353
O -7.03173 -1.08628 4.11563
O -5.83875 -1.00681 2.14063
H -4.27097 1.20224 0.14066
H -6.07150 0.94172 0.47456
H -5.04286 -0.23150 -0.41997
H -3.86758 -0.87765 1.52501
H -4.32599 1.69702 2.50659
H -3.51737 0.45454 3.37797
C -3.06031 -6.02494 0.98532
C -2.33508 -4.72757 0.70093
C -1.11443 -4.88063 -0.20024
O -1.28693 -3.76353 -1.03664
C -2.54959 -3.32898 -1.01297
O -3.12110 -2.66639 -1.87975
O -3.14965 -3.78063 0.04638
H -3.91631 -5.80202 1.62224
H -2.54790 -6.73688 1.63237
H -3.44008 -6.52402 0.09381
H -1.95073 -4.27218 1.61362
H -1.22764 -5.73162 -0.87188
H -0.14548 -4.89228 0.29886
C 7.07984 3.58653 1.11741
C 6.24272 2.23862 0.67497
C 6.81251 0.98977 1.36377
O 5.62524 0.30265 1.71902
C 4.59884 1.09347 1.64050
O 3.42732 0.82685 2.00157
O 4.97245 2.30251 1.18885
H 8.03752 3.55594 0.59776
H 7.20122 3.47533 2.19490
H 6.62210 4.53654 0.84159
H 6.20740 2.10251 -0.40593
H 7.38224 1.31205 2.23534
H 7.39588 0.42405 0.63731
C 1.71686 4.27226 0.87303
C 2.21754 5.11908 -0.27259
C 3.59108 5.61186 -0.06539
O 4.35070 5.38345 -1.23610
C 3.58422 4.66024 -2.09896
O 3.84392 4.34658 -3.24638
O 2.47684 4.35253 -1.43847
H 1.75912 5.01754 1.66730
H 2.25932 3.34014 1.03113
H 0.70050 3.95761 0.63614
H 1.50783 5.92775 -0.44713
H 3.97470 5.06024 0.79288
H 3.51724 6.66277 0.21432
C 4.18187 1.46052 -5.20877
C 3.82625 0.60755 -3.89091
C 4.96684 0.52603 -2.85091
O 4.33317 0.62446 -1.66117
C 3.11436 1.23823 -1.90333
O 2.29929 1.47251 -0.95484
O 2.90669 1.36531 -3.20386
H 4.58250 2.44600 -4.97123
H 3.32743 1.56220 -5.87786
H 4.98929 0.83345 -5.58688
H 3.36761 -0.34310 -4.16297
H 5.67657 1.33292 -3.03345
H 5.43162 -0.45655 -2.93214
C -3.49678 7.61756 -0.87096
C -2.68647 6.34464 -0.98667
C -1.43847 6.12741 -0.17815
O -1.59196 4.77577 0.33344
C -2.82690 4.36571 0.21128
O -3.22141 3.35575 0.73196
O -3.52559 5.22445 -0.53548
H -3.50171 7.87992 0.18698
H -4.51902 7.44960 -1.20998
H -3.16924 8.53110 -1.36721
H -2.46939 6.22946 -2.04860
H -1.39892 6.84969 0.63724
H -0.57416 6.25802 -0.82930
C 1.89675 -3.76341 -2.04119
C 3.00838 -2.65923 -2.07000
C 3.75512 -2.44777 -0.80331
O 5.07904 -2.92377 -1.13414
C 5.19826 -3.25191 -2.43552
O 6.11689 -3.81007 -2.98824
O 3.92979 -3.15923 -2.99056
H 1.25035 -3.71648 -2.91758
H 1.18373 -3.49012 -1.26336
H 2.29217 -4.77455 -1.94454
H 2.56809 -1.69443 -2.32180
H 3.34709 -3.01807 0.03118
H 3.72616 -1.42325 -0.43234
C -1.43987 2.94785 -3.30625
C 0.02674 3.49487 -3.14335
C 0.82296 3.77030 -4.40051
O 0.88974 5.15071 -4.53342
C 0.26451 5.71439 -3.48623
O 0.19595 6.89764 -3.18020
O -0.27785 4.74865 -2.65658
H -1.97132 2.86003 -2.35864
H -1.51703 1.90993 -3.63007
H -2.01637 3.49724 -4.05050
H 0.52734 2.88222 -2.39358
H 0.20111 3.43947 -5.23234
H 1.83431 3.36417 -4.41830
```



No. 2
Here is 12 unconnected molecules or ions with the total composition C48H72O36 in a non-equilibrium geometry from the Open Molecules 2025 dataset. Energies are from ωB97M-V with the def2-TZVPD basis set.

Computed properties:
HOMO-LUMO gap = 8.69 eV
Lowest unoccupied orbital energy = -0.0267 hartree
SMILES = C[C@H]1COC(=O)O1.C[C@H]1COC(=O)O1.C[C@H]1COC(=O)O1.C[C@H]1COC(=O)O1.C[C@H]1COC(=O)O1.C[C@H]1COC(=O)O1.C[C@H]1COC(=O)O1.C[C@H]1COC(=O)O1.C[C@H]1COC(=O)O1.C[C@H]1COC(=O)O1.C[C@H]1COC(=O)O1.C[C@H]1COC(=O)O1
Calculated total energy = -124647.8608 eV
2S+1 = 1
Energy relative to the best compared isomer or geometry (same formula, charge and spin) = 1121.86 kJ/mol
E_HOMO = -9.4 eV
Charge = 0

Geometry as XYZ:
```
156
C48H72O36 (ωB97M-V with the def2-TZVPD basis set)
C 5.50613 -1.66274 0.84746
C 4.96789 -2.85290 1.83188
C 4.70215 -4.26988 1.21697
O 5.39737 -5.07792 1.99899
C 6.06788 -4.46714 2.87191
O 6.64283 -5.06779 3.78266
O 5.97375 -3.16427 2.71798
H 6.41726 -1.87953 0.28982
H 5.58461 -0.70068 1.35381
H 4.76679 -1.44095 0.07786
H 4.03564 -2.67423 2.36769
H 4.88849 -4.29129 0.14323
H 3.63198 -4.45249 1.31426
C 3.43589 1.37637 6.76257
C 2.86437 0.30701 5.78588
C 3.54873 0.48675 4.35496
O 4.13953 -0.76726 4.16186
C 3.98149 -1.54618 5.33173
O 4.53299 -2.56208 5.70153
O 3.30106 -0.93685 6.21057
H 4.49929 1.56324 6.61303
H 3.16261 1.03769 7.76192
H 3.00457 2.36756 6.62254
H 1.77441 0.30479 5.77652
H 4.11353 1.39476 4.14368
H 2.73073 0.54874 3.63723
C -1.10634 1.10283 -0.37125
C -0.39044 -0.31939 -0.31411
C 0.67355 -0.57810 -1.35529
O 1.78926 -1.07934 -0.58354
C 1.60952 -0.77508 0.67062
O 2.33091 -0.98873 1.60777
O 0.33811 -0.29478 0.88034
H -0.69999 1.60773 -1.24764
H -0.75488 1.69807 0.47151
H -2.11995 1.10754 -0.77212
H -0.99543 -1.20597 -0.50401
H 0.79824 0.29428 -1.99680
H 0.28663 -1.20968 -2.15496
C -1.34157 3.95054 -3.53822
C -0.15136 4.91568 -3.43039
C 1.26082 4.31608 -3.26512
O 2.09147 5.29811 -3.99532
C 1.27726 5.96692 -4.87397
O 1.55934 6.80766 -5.75764
O -0.04183 5.72201 -4.62366
H -2.29996 4.41682 -3.76658
H -1.54521 3.53442 -2.55157
H -1.23743 3.05821 -4.15548
H -0.39531 5.66388 -2.67620
H 1.40160 3.34587 -3.74152
H 1.55984 4.52035 -2.23703
C 0.93941 3.27561 1.63977
C 1.60948 4.36333 2.52056
C 0.92318 5.63192 2.88265
O 1.25985 5.86889 4.22064
C 1.86567 4.76040 4.77519
O 2.43793 4.76764 5.86221
O 1.91221 3.83606 3.78983
H 0.75334 2.37439 2.22397
H 1.64265 3.00085 0.85361
H 0.02669 3.53235 1.10207
H 2.57978 4.55325 2.06171
H -0.16597 5.60947 2.84620
H 1.17470 6.49271 2.26306
C -1.39109 -6.07042 -5.48211
C -1.36900 -4.63455 -5.01153
C -2.68119 -3.93513 -4.60916
O -2.29396 -3.36822 -3.29252
C -1.09515 -3.63785 -2.95386
O -0.61431 -3.26466 -1.86066
O -0.62135 -4.57386 -3.79057
H -2.15011 -6.71819 -5.04347
H -0.53583 -6.73037 -5.33690
H -1.52924 -6.09216 -6.56310
H -0.74859 -4.05141 -5.69209
H -3.52012 -4.62229 -4.49911
H -3.06036 -3.21668 -5.33590
C -5.78067 1.89841 -0.09450
C -4.82542 2.98231 -0.15763
C -5.24671 4.31143 0.39291
O -4.10660 4.76210 1.01097
C -3.34351 3.77607 1.40179
O -2.39398 3.83592 2.13496
O -3.85165 2.72087 0.85466
H -5.34840 1.18937 -0.80055
H -6.80163 1.78778 -0.45988
H -5.77111 1.35947 0.85288
H -4.31638 3.11434 -1.11239
H -6.10001 4.14786 1.05110
H -5.55181 5.03896 -0.35923
C 4.24086 -0.17746 -3.22818
C 4.33532 0.61194 -4.58188
C 2.98107 1.32465 -4.82106
O 3.28935 2.67906 -4.74906
C 4.64488 2.88233 -4.65277
O 5.27557 3.99480 -4.47123
O 5.23127 1.72403 -4.56424
H 5.01140 -0.94371 -3.31307
H 3.30376 -0.62983 -2.90366
H 4.51644 0.39895 -2.34505
H 4.55494 -0.14131 -5.33850
H 2.33560 1.05169 -3.98621
H 2.61322 1.04800 -5.80911
C -3.81164 2.68461 5.79911
C -3.13837 1.60978 4.95063
C -1.73986 1.77376 4.30996
O -0.96605 0.93584 5.09927
C -1.64725 0.24902 6.02034
O -1.15790 -0.52029 6.93766
O -2.86964 0.55644 5.86278
H -3.10419 3.37792 6.25400
H -4.34521 2.26240 6.65066
H -4.45030 3.39162 5.26963
H -3.83966 1.21159 4.21732
H -1.32178 2.78009 4.33480
H -1.75380 1.47628 3.26142
C 1.07352 -1.05980 -8.49359
C -0.26607 -0.59928 -7.80353
C -1.15076 -1.65470 -7.33920
O -1.36009 -1.38444 -5.94832
C -0.61598 -0.31466 -5.58569
O -0.56196 0.27512 -4.47350
O -0.04258 0.14235 -6.70026
H 1.00081 -1.09801 -9.58049
H 1.38324 -2.08516 -8.29156
H 1.95773 -0.48754 -8.21287
H -0.80232 0.06294 -8.48324
H -0.80449 -2.67577 -7.49925
H -2.05861 -1.42052 -7.89514
C -1.26619 -3.70544 5.64846
C -1.58468 -3.48097 4.17772
C -0.74778 -2.31389 3.55241
O -0.39829 -2.71227 2.29049
C -0.40324 -4.02538 2.31183
O 0.09335 -4.79717 1.47448
O -1.03707 -4.46053 3.42861
H -0.21692 -3.41285 5.60922
H -1.26516 -4.74701 5.96979
H -1.83863 -3.05653 6.31127
H -2.66440 -3.41648 4.04303
H 0.12967 -2.04045 4.13843
H -1.54242 -1.56791 3.56510
C -4.05100 -4.71485 0.70895
C -3.54583 -3.30570 0.48589
C -4.35737 -2.37446 -0.36239
O -4.69862 -1.28939 0.46263
C -4.23033 -1.52818 1.70877
O -4.21041 -0.70337 2.59577
O -3.53083 -2.74427 1.73472
H -4.62110 -4.89501 1.62033
H -3.27742 -5.46666 0.86533
H -4.66022 -4.98240 -0.15439
H -2.49304 -3.22668 0.21474
H -5.19951 -2.92392 -0.78311
H -3.80261 -1.94561 -1.19692
```



No. 3
Here is a molecular structure, C48H73CoN3P2SSbSi from the Open Molecules 2025 dataset. Energies are from ωB97M-V with the def2-TZVPD basis set.

Computed properties:
HOMO-LUMO gap (spin up / spin down) = 7.36 / 8.28 eV
Lowest unoccupied orbital energy (spin up / spin down) = -0.0961 / -0.0649 hartree
Calculated total energy = -136883.2102 eV
2S+1 = 2
Energy relative to the best compared isomer or geometry (same formula, charge and spin) = 28.49 kJ/mol
E_HOMO (spin up / spin down) = -10.0 / -10.0 eV
Charge = +1

Geometry as XYZ:
```
130
C48H73CoN3P2SSbSi (ωB97M-V with the def2-TZVPD basis set)
Co 0.01309 1.48950 0.02638
C -2.44314 3.22391 -2.12308
Si -1.95153 1.70180 -1.13140
C -3.36032 1.33426 0.07022
C -4.53468 2.08699 0.07523
C -5.62116 1.71905 0.85688
C -5.55528 0.56075 1.61596
C -4.39399 -0.19840 1.62299
C -3.27249 0.20073 0.89604
P -1.67646 -0.71518 0.88140
C -2.37090 -2.42784 0.57452
C -3.35342 -2.40674 -0.60135
C -4.21641 -3.67353 -0.59810
C -3.40644 -4.91233 -0.18672
C -1.93489 -4.70332 -0.51909
C -1.35007 -3.56168 0.32845
C -1.03303 -0.76637 2.63143
C -1.94348 -1.26354 3.77483
C -1.57905 -2.67752 4.21950
C -0.16876 -2.70983 4.81577
C 0.79945 -1.78578 4.05089
C 0.30862 -1.53077 2.62729
C -2.02428 0.25755 -2.35368
C -3.22490 -0.02233 -3.01246
C -3.32806 -1.06967 -3.91142
C -2.21480 -1.85991 -4.16436
C -1.01370 -1.59167 -3.52661
C -0.90469 -0.53466 -2.61702
P 0.68693 0.06057 -1.90377
C 1.42768 0.66357 -3.53993
C 2.04812 -0.37222 -4.49662
C 3.56054 -0.54313 -4.36705
C 4.27962 0.79295 -4.50049
C 3.78242 1.73667 -3.41432
C 2.27412 1.94865 -3.51348
C 1.56886 -1.40310 -1.17190
C 1.71666 -2.74348 -1.90063
C 2.19127 -3.84429 -0.92691
C 3.07244 -3.29841 0.20355
C 3.87315 -2.10337 -0.29326
C 2.93268 -0.93671 -0.62087
H -3.31186 2.97692 -2.73730
H -2.70576 4.08371 -1.50551
H -1.63464 3.51938 -2.79366
H -4.60904 2.96948 -0.54800
H -6.52444 2.31468 0.85183
H -6.40937 0.23918 2.19697
H -4.38981 -1.11759 2.19273
H -2.94163 -2.66501 1.48218
H -3.99602 -1.52780 -0.58101
H -2.77934 -2.34527 -1.52662
H -5.06148 -3.53909 0.08155
H -4.63841 -3.81470 -1.59564
H -3.50207 -5.08744 0.88926
H -3.79443 -5.80501 -0.67773
H -1.36272 -5.61504 -0.34007
H -1.83204 -4.47552 -1.58458
H -1.02183 -3.97948 1.28055
H -0.46338 -3.16760 -0.16891
H -0.78487 0.28345 2.81892
H -1.82821 -0.59101 4.63240
H -2.99395 -1.20864 3.50295
H -2.30117 -3.04184 4.95184
H -1.64416 -3.35473 3.36351
H -0.21621 -2.39777 5.86111
H 0.20759 -3.73411 4.81664
H 0.89687 -0.83232 4.57389
H 1.79774 -2.22606 4.02691
H 1.04501 -0.96653 2.04810
H 0.21050 -2.48958 2.12724
H -4.10138 0.58231 -2.80434
H -4.26686 -1.27397 -4.40884
H -2.27643 -2.68230 -4.86458
H -0.16568 -2.21146 -3.76851
H 0.47400 0.96070 -3.98946
H 1.55256 -1.33628 -4.41253
H 1.84506 -0.02120 -5.51452
H 3.81913 -0.98476 -3.40025
H 3.90320 -1.24280 -5.13189
H 5.35961 0.65740 -4.42434
H 4.07917 1.22200 -5.48732
H 4.04570 1.29503 -2.45024
H 4.28941 2.70316 -3.47068
H 1.90859 2.62065 -2.73569
H 2.08904 2.46053 -4.46435
H 0.91655 -1.58028 -0.30779
H 0.77104 -3.05937 -2.33495
H 2.42909 -2.64515 -2.71741
H 1.32782 -4.35955 -0.50398
H 2.74546 -4.59485 -1.49372
H 2.45371 -2.98680 1.05249
H 3.73478 -4.08139 0.57403
H 4.60933 -1.78354 0.44648
H 4.43524 -2.39565 -1.18548
H 2.75677 -0.35079 0.28623
H 3.42663 -0.28037 -1.34131
N 3.17150 2.52934 -0.31809
C 2.36701 3.61307 -0.53475
C 2.93767 4.87250 -0.77954
C 2.11463 5.94459 -1.00764
C 0.73243 5.75525 -0.97960
C 0.26276 4.49394 -0.70937
N 1.04290 3.42070 -0.47628
H 4.12478 2.60849 -0.63164
H 2.74164 1.62978 -0.47768
H 4.01439 4.97428 -0.79765
H 2.53507 6.92113 -1.20677
H 0.04319 6.56693 -1.15583
H -0.79543 4.31221 -0.64537
C 3.55328 0.25796 3.00852
Sb 1.96368 1.60781 2.49122
C 1.01247 1.78865 4.41341
C 3.14311 3.37675 2.79086
H 3.67606 0.21758 4.08896
H 4.47610 0.62295 2.55912
H 3.35167 -0.74422 2.63484
H 1.64549 1.34859 5.18182
H 0.03462 1.31279 4.43371
H 0.88828 2.85089 4.62223
H 3.44919 3.40845 3.83556
H 2.58061 4.28054 2.56190
H 4.02345 3.34232 2.15496
S -1.22336 4.85484 3.40653
C -2.36572 3.59555 3.54022
C -2.06071 2.60287 2.67109
N -0.94099 2.81752 1.89207
C -0.41299 3.97237 2.20347
H -3.18684 3.64200 4.23345
H -2.62245 1.69056 2.57227
H 0.49042 4.35391 1.76059
```